Record 1
C38H104N6O17 | ωB97M-V/def2-TZVPD

XYZ file:
```
165
Properties=species:S:1:pos:R:3:lowdin_charge:R:1
O 3.31300 -0.10482 -2.72725 0.262
H 4.17517 -0.14706 -3.14735 0.158
H 3.29895 -0.46482 -1.83741 0.056
H 3.05289 0.81790 -2.77745 0.082
C 0.94914 -1.19368 0.43399 -0.081
C 2.26020 -0.40577 0.51830 -0.395
O 3.36840 -0.96358 -0.19810 -0.331
H 0.90883 -1.82110 -0.45641 0.056
H 0.07917 -0.53714 0.44809 0.039
H 0.86053 -1.76919 1.35542 0.064
H 2.41225 -0.26621 1.58858 0.069
H 2.08337 0.63560 0.24929 0.070
O 5.79824 0.89809 -0.58450 -0.060
H 6.56131 0.42272 -0.25590 0.038
H 5.04752 0.41470 -0.23956 -0.020
O 4.78089 -0.39153 2.79804 -0.045
H 4.56206 -1.07632 3.43003 0.038
H 4.26584 -0.60864 2.02098 -0.019
O 4.36863 -3.52317 0.56620 -0.063
H 3.59972 -4.00085 0.87736 0.012
H 4.03476 -2.65704 0.33255 -0.036
C -7.72845 -4.14374 -4.34871 -0.120
O -7.63891 -4.36610 -2.96249 -0.162
C -6.37644 -4.89208 -2.64398 -0.214
C -6.16880 -5.04069 -1.08407 -0.183
N -4.76400 -5.13173 -0.74624 -0.039
C -4.57060 -5.19360 0.69076 -0.208
C -3.14764 -5.17276 1.16568 -0.225
O -2.50594 -4.01807 0.72416 -0.252
C -1.06389 -4.12747 0.75409 -0.043
H -8.56023 -3.46369 -4.53248 0.091
H -7.91695 -5.01232 -4.97970 0.090
H -6.83483 -3.67969 -4.76607 0.082
H -5.54822 -4.30317 -3.03812 0.107
H -6.24517 -5.90548 -3.02331 0.125
H -6.68759 -5.89118 -0.64176 0.123
H -6.62119 -4.14659 -0.65509 0.107
H -4.33901 -4.30034 -1.13130 0.063
H -4.95682 -6.13052 1.09215 0.135
H -5.05454 -4.40328 1.26460 0.104
H -2.59115 -6.05969 0.86276 0.123
H -3.11270 -4.97367 2.23677 0.130
H -0.69363 -5.09446 0.41361 0.089
H -0.66316 -3.90795 1.74370 0.089
H -0.70589 -3.33688 0.09460 0.061
C 3.97464 5.18045 0.95439 -0.114
O 3.95799 4.86776 -0.40342 -0.191
C 3.18680 3.69127 -0.83818 -0.194
C 3.21492 3.70118 -2.31569 -0.181
N 2.33868 2.61551 -2.85419 -0.013
C 2.24632 2.94926 -4.28866 -0.216
C 3.12664 2.14346 -5.17124 -0.274
O 2.66579 0.83728 -5.13396 -0.193
C 3.39154 -0.02513 -6.05414 -0.047
H 4.43938 4.38044 1.53067 0.081
H 2.90154 5.31360 1.09165 0.083
H 4.49583 6.10685 1.19572 0.093
H 2.15504 3.75645 -0.49273 0.076
H 3.53279 2.77186 -0.36588 0.119
H 4.24946 3.61290 -2.64742 0.134
H 2.85345 4.66866 -2.66416 0.118
H 1.39942 2.80706 -2.53606 0.044
H 2.40164 3.98945 -4.57498 0.118
H 1.21999 2.70000 -4.55812 0.129
H 4.17296 2.28069 -4.89834 0.131
H 3.02904 2.60014 -6.15613 0.129
H 4.47606 0.07004 -6.00076 0.093
H 3.03462 0.25009 -7.04660 0.095
H 3.15277 -1.04702 -5.75948 0.062
C -0.16745 6.42355 -4.60895 -0.134
O 0.15552 5.48831 -3.65591 -0.197
C -0.74738 5.53951 -2.55566 -0.186
C -0.17361 4.60152 -1.43832 -0.165
N -0.36272 3.20741 -1.84556 -0.069
C -0.23378 2.15890 -0.80770 -0.153
C -1.55811 2.02840 0.00642 -0.193
O -1.80603 3.09971 0.94500 -0.193
C -3.04041 2.89233 1.61011 -0.096
H 0.07829 7.44161 -4.30685 0.095
H -1.23029 6.40194 -4.84983 0.087
H 0.33868 6.11044 -5.52213 0.094
H -1.79031 5.34344 -2.80456 0.122
H -0.73826 6.55563 -2.16129 0.123
H -0.83867 4.73850 -0.58566 0.104
H 0.79433 4.95366 -1.08168 0.109
H -1.24092 3.24035 -2.34333 0.111
H 0.61743 2.27638 -0.13708 0.101
H -0.03141 1.20688 -1.29843 0.109
H -1.62132 1.11600 0.59941 0.066
H -2.39085 2.02063 -0.69685 0.115
H -2.97527 1.87366 1.99242 0.056
H -3.91513 2.95956 0.96324 0.089
H -3.05336 3.61129 2.42928 0.102
C 2.43243 2.48578 3.45826 -0.078
O 2.01962 2.91294 4.76167 -0.169
C 0.99734 3.90311 4.79047 -0.214
C 0.79819 4.61072 6.15372 -0.246
N 1.86598 5.50855 6.46604 -0.060
C 2.07573 5.57777 7.95939 -0.192
C 0.93062 6.25927 8.66893 -0.199
O 0.83425 5.88395 10.05499 -0.194
C 1.94711 6.01489 10.87618 -0.138
H 1.55540 2.16814 2.89433 0.058
H 3.00639 1.55913 3.45757 0.074
H 3.01741 3.21539 2.89830 0.071
H -0.01133 3.60291 4.50662 0.104
H 1.21717 4.70170 4.08193 0.119
H 0.63150 3.90999 6.97183 0.119
H -0.12581 5.18709 6.10791 0.109
H 2.66918 5.20507 5.93419 0.102
H 2.95208 6.22453 8.00203 0.120
H 2.13388 4.59889 8.43532 0.118
H 0.01108 5.97607 8.15674 0.111
H 1.05553 7.34208 8.67092 0.123
H 2.33215 7.03460 10.88222 0.088
H 2.73166 5.28858 10.66388 0.084
H 1.65275 5.91937 11.92133 0.088
C -1.88286 -6.18231 -2.32194 -0.125
O -0.57935 -5.84836 -2.66711 -0.177
C 0.23964 -6.93259 -2.29777 -0.221
C 1.69005 -6.56543 -2.70376 -0.190
N 2.37596 -5.52313 -1.91947 -0.033
C 1.77144 -4.21251 -1.92918 -0.222
C 1.46222 -3.49946 -3.23621 -0.175
O 2.60102 -2.76409 -3.67920 -0.206
C 3.44683 -3.36306 -4.59005 -0.132
H -1.91699 -6.45920 -1.26825 0.069
H -2.35946 -6.95452 -2.92580 0.100
H -2.55504 -5.32749 -2.39655 0.068
H -0.00596 -7.75208 -2.97321 0.123
H 0.25841 -7.31694 -1.27796 0.125
H 1.74918 -6.33610 -3.76772 0.111
H 2.22401 -7.51376 -2.64322 0.114
H 2.23159 -5.83491 -0.96971 0.098
H 2.51798 -3.57488 -1.45568 0.105
H 0.88890 -4.24631 -1.29037 0.081
H 0.70348 -2.73969 -3.04868 0.114
H 1.05211 -4.17109 -3.99042 0.115
H 3.76325 -4.35538 -4.26868 0.091
H 4.34700 -2.75412 -4.67368 0.088
H 2.98238 -3.47478 -5.56980 0.089
C -2.69247 -2.16193 -2.25438 -0.110
O -3.80757 -2.43170 -1.51655 -0.184
C -4.43613 -1.27844 -1.00296 -0.177
C -3.94868 -0.75075 0.33566 -0.100
N -4.15116 -1.81533 1.30371 0.205
C -3.97172 -1.47380 2.73899 -0.062
C -2.44867 -1.36857 3.22124 -0.127
O -1.84991 -0.28927 2.52770 -0.200
C -0.81102 0.27513 3.24941 -0.120
H -2.89861 -2.33475 -3.31066 0.108
H -1.94592 -2.92294 -2.02716 0.079
H -2.10582 -1.25262 -2.12361 0.100
H -5.50760 -1.47706 -1.02748 0.139
H -4.42571 -0.41311 -1.66568 0.135
H -4.32544 0.23792 0.59775 0.139
H -2.87813 -0.55492 0.27512 0.130
H -3.59550 -2.62809 1.07840 0.095
H -4.44264 -2.29844 3.27405 0.131
H -4.56895 -0.61709 3.05116 0.135
H -2.04859 -2.37591 3.10587 0.118
H -2.53184 -1.16162 4.28818 0.138
H 0.12077 -0.23524 3.49314 0.106
H -1.13392 0.85718 4.11257 0.108
H -0.30233 1.00782 2.62292 0.072
```

2S+1: 2
Net charge: +1
LUMO level (alpha / beta) in Eh: -0.0801 / -0.2574


Record 2
C2H4FNS | ωB97M-V/def2-TZVPD

XYZ file:
```
9
Properties=species:S:1:pos:R:3:nbo_charge:R:1
C 0.39584 -2.15925 -0.51634 0.290
C 0.23121 0.08592 0.25364 -0.435
N -0.14737 -1.01930 -0.61144 -0.578
F 2.76703 -1.04289 -0.39711 -0.869
S 0.89408 -3.60349 -0.33735 0.410
H 0.70147 0.91578 -0.33641 0.253
H -0.70677 0.33972 0.86872 0.198
H 1.07098 -0.38090 0.78012 0.289
H -1.15935 -0.88379 -0.86973 0.441
```

2S+1: 1
LUMO level (alpha / beta) in Eh: -0.0556 / -0.0556